Entry 1:
This record from the OMol25 dataset describes a structure of composition C34H37BCl7N6O2S3Ti in a non-equilibrium geometry. The level of theory is the ωB97M-V functional and the def2-TZVPD basis.

```
91
Properties=species:S:1:pos:R:3:lowdin_charge:R:1
Cl -1.95 -5.42 0.12 0.648
H 1.63 3.24 -3.65 0.092
Cl -2.06 -2.46 0.79 0.687
C 3.55 2.18 -0.04 -0.094
C -0.07 -1.99 -1.01 -0.269
H 1.83 -3.55 3.76 0.094
C -0.04 -4.80 -1.68 -0.724
H -2.76 -1.05 5.22 0.089
H -5.77 1.19 -1.98 0.086
H 2.68 -5.08 3.45 0.087
S -0.15 3.03 0.79 0.730
H 5.52 -3.56 3.11 0.077
H 3.89 0.72 4.42 0.122
O -1.70 0.36 -0.18 -0.294
H -0.16 1.19 -3.72 0.105
H 1.53 5.95 -0.31 0.086
H 3.40 -3.87 4.51 0.069
Cl 0.02 -6.49 -2.03 0.652
H 4.44 1.63 0.20 0.119
H -2.62 2.65 5.34 0.087
C -2.77 1.42 -3.54 -0.087
H 4.97 -4.96 2.17 0.088
C -3.86 0.77 -1.09 -0.572
S 0.15 -0.56 2.28 0.715
Cl -5.16 2.01 -4.65 0.601
N 1.36 1.75 3.13 0.011
C 3.72 -0.05 3.68 -0.060
H 3.14 -3.59 0.21 0.048
C 3.48 -3.40 2.37 -0.536
H 4.24 -1.97 4.58 0.111
C -1.86 0.78 4.53 -0.540
C 1.94 4.22 -3.28 -0.041
N -0.50 1.32 4.19 0.019
H 3.00 5.84 -1.31 0.080
H 2.65 -4.98 1.20 0.091
C 2.68 -3.89 1.15 -0.078
C -0.51 0.99 -2.72 -0.231
C 1.41 4.45 -1.86 -0.541
C 3.28 2.96 -1.08 -0.047
H -3.43 1.19 5.91 0.089
H -0.44 3.03 5.52 0.106
C 1.18 2.73 4.08 -0.070
C 3.88 -1.37 3.76 -0.058
H 3.03 4.30 -3.35 0.066
C -0.11 4.47 -1.95 -0.079
C 4.93 -3.87 2.25 -0.030
Cl 1.80 -1.56 -2.99 0.687
H -3.77 0.58 3.53 0.084
C 0.03 2.48 4.73 -0.046
B 2.63 1.70 2.24 -0.582
C 0.76 -3.90 -2.37 -0.709
C -4.11 1.49 -3.34 -0.687
H -2.76 1.91 2.92 0.095
H 3.89 3.20 -1.93 0.108
C -0.90 -4.32 -0.71 -0.716
Cl -4.59 0.33 0.44 0.694
H -2.38 0.24 2.48 0.021
C 1.90 5.80 -1.32 -0.032
H 1.88 3.54 4.19 0.119
H 5.38 -3.44 1.35 0.091
C -0.90 -2.95 -0.41 -0.662
H -1.26 -1.31 4.31 0.030
C 0.73 -2.55 -2.04 -0.679
C 2.81 -4.01 3.61 -0.039
C 1.43 2.88 0.19 -0.680
H -0.57 4.83 -1.04 0.031
C -4.70 1.15 -2.12 -0.176
N 2.42 2.12 0.76 0.019
C -1.75 -0.66 5.04 -0.045
C -2.74 0.88 3.29 -0.061
H 3.41 2.49 2.73 0.121
O 0.40 0.74 -1.78 -0.297
N 3.25 0.26 2.42 0.038
N 1.95 3.39 -0.97 0.003
H -1.84 1.61 6.55 0.083
H 1.53 6.61 -1.95 0.085
Cl 1.80 -4.51 -3.61 0.642
Ti 0.08 -0.07 -0.22 0.636
C -2.47 0.71 -1.21 -0.341
S 2.69 -1.02 0.07 0.700
H 1.66 -3.51 1.17 0.077
C 3.13 -0.89 1.71 -0.688
H -0.51 3.47 -2.15 0.063
H -2.34 1.68 -4.50 0.106
N 3.49 -1.91 2.54 0.003
C -2.46 1.62 5.65 -0.063
H -0.39 5.12 -2.78 0.087
H -1.19 -0.70 5.97 0.086
H 1.52 4.99 -3.93 0.085
C 0.33 0.88 3.20 -0.624
C -1.90 1.02 -2.49 -0.169
```

Values from the calculation:
Orbital gap (alpha / beta)   4.950 / 4.940 eV
LUMO (alpha / beta)   2.23 / 2.23 eV
Multiplicity   1
E_HOMO (alpha / beta)   -2.7 / -2.7 eV
Charge   -1

Entry 2:
This record from the OMol25 dataset describes an isolated molecule of C6H10N2O2 in a non-equilibrium geometry. The level of theory is the ωB97M-V functional and the def2-TZVPD basis.

```
20
Properties=species:S:1:pos:R:3:lowdin_charge:R:1
O 2.76 -0.99 0.64 0.039
H 0.80 -1.39 -1.19 0.125
H 0.29 -1.40 1.61 0.124
C 2.24 0.12 0.53 -0.513
C -0.21 -0.53 1.18 -0.079
H -0.73 0.04 1.95 0.113
H -3.47 1.27 -0.32 0.121
C 0.18 -0.52 -0.94 -0.073
O -2.77 0.00 -1.67 -0.031
H 2.50 2.17 0.54 0.104
H 0.47 1.32 0.21 0.143
N -2.80 0.78 0.41 0.137
H 3.94 1.23 0.75 0.116
H -0.02 0.06 -1.86 0.116
H -1.31 -2.00 -0.13 0.148
C -1.03 -0.93 -0.06 -0.233
H -2.30 -0.64 -2.22 0.079
C 0.76 0.27 0.26 -0.210
C -2.26 -0.12 -0.30 -0.393
N 2.94 1.26 0.61 0.167
```

Values from the calculation:
Orbital gap   10.684 eV
LUMO   0.72 eV
Multiplicity   1
E_HOMO   -10.0 eV
ΔE to the lowest compared entry with this formula, charge and spin   1.165 eV
Structure (SMILES)   [H]/N=C(\O)[C@H]1C[C@H](C(N)=O)C1

Which formula does entry 2 have?
C6H10N2O2

What is the multiplicity in the first record?
1

Look up the multiplicity of the first one.
1